Entry 1:
The following is a DFT calculation (ωB97M-V/def2-TZVPD) of a structure of composition C14H20FeN6O5S2Se.

Values from the calculation:
2S+1: 5
Kohn-Sham gap (alpha / beta) in eV: 8.09 / 8.10
Expectation value of S²: 6.009

Cartesian coordinates (Å):
1 Fe 0.34773 0.83931 0.40684
2 N 1.11329 0.89483 2.45951
3 N 2.50070 1.02729 2.59487
4 C 3.31778 0.49763 1.66035
5 N 4.58809 0.95108 1.68575
6 S 2.81862 -0.69767 0.60537
7 H 0.68477 1.82685 2.57918
8 H 0.76668 0.20114 3.11207
9 H 2.80159 1.86589 3.06422
10 H 4.76367 1.88216 2.02997
11 H 5.15726 0.65451 0.91292
12 C 0.72144 1.48461 -3.39780
13 C -0.04528 0.59117 -2.47812
14 O 0.53554 -0.12384 -1.63460
15 N -1.37730 0.55716 -2.59156
16 C -2.21742 -0.25169 -1.71866
17 C -2.81423 0.49990 -0.55553
18 C -4.18819 0.65231 -0.46421
19 C -4.72610 1.33201 0.61792
20 C -3.86192 1.85236 1.56061
21 C -2.49887 1.66595 1.39051
22 N -1.97789 0.98689 0.36767
23 H 1.69411 1.03814 -3.58943
24 H 0.86395 2.42520 -2.86581
25 H 0.19252 1.66699 -4.33274
26 H -1.81000 1.27833 -3.14649
27 H -1.60576 -1.06375 -1.32831
28 H -3.01631 -0.68385 -2.32026
29 H -4.82458 0.24333 -1.23820
30 H -5.79672 1.45902 0.71173
31 H -4.22158 2.40944 2.41424
32 H -1.78610 2.11205 2.07214
33 O 1.18066 4.99749 -0.06833
34 Se 0.75752 3.49461 0.29170
35 O 0.04557 3.29892 1.77705
36 O 1.98733 2.37089 0.26690
37 O -0.28887 2.74740 -0.76757
38 S -0.66635 -1.62297 1.30156
39 C 0.16395 -2.91750 0.60594
40 N 0.78695 -2.76371 -0.59067
41 C 1.48976 -3.72950 -1.22384
42 C 1.59343 -4.97229 -0.68612
43 C 0.95188 -5.20528 0.54853
44 C 0.25866 -4.21223 1.17757
45 H 0.73877 -1.83121 -1.00922
46 H 1.95274 -3.43133 -2.15340
47 H 2.15816 -5.74086 -1.19070
48 H 1.01755 -6.18353 1.00810
49 H -0.22721 -4.37366 2.12839

=====

Entry 2:
The following is a DFT calculation (ωB97M-V/def2-TZVPD) of a structure of composition C14H20N2O16P3Ti in a non-equilibrium geometry.

Values from the calculation:
Kohn-Sham gap in eV: 8.01
Total charge: -1

Cartesian coordinates (Å):
1 Ti 0.04761 0.39948 -2.25954
2 O 5.21616 0.34134 1.04561
3 C 4.30253 0.40263 0.08137
4 C 4.08379 -0.61841 -0.88929
5 C 2.97016 -0.43262 -1.71525
6 N 2.08998 0.57965 -1.52414
7 C 2.43114 1.61692 -0.74783
8 C 3.58248 1.60269 0.03037
9 C 1.35618 2.69165 -0.84248
10 O 1.45841 3.83132 -0.47302
11 O 0.26945 2.15040 -1.41102
12 C 2.44794 -1.29651 -2.85822
13 O 3.01381 -2.34176 -3.15257
14 O 1.38776 -0.76909 -3.38155
15 H 5.63206 -0.54909 1.12459
16 H 4.70082 -1.50660 -1.02434
17 H 3.76624 2.52304 0.61456
18 O -2.54487 -2.49398 -1.12174
19 P -1.37605 -2.46037 -2.20267
20 O -0.72696 -3.71313 -2.61341
21 O -0.44495 -1.31304 -1.67950
22 O -2.17802 -1.75742 -3.46808
23 P -2.95997 -0.36897 -3.08160
24 O -3.36813 0.23047 -4.50062
25 O -4.07232 -0.67785 -2.15042
26 O -1.92350 0.55342 -2.40827
27 H -3.30968 -1.89843 -1.33551
28 H -2.59081 0.77765 -4.79404
29 O 1.57397 2.02982 -5.35957
30 C 0.64080 1.54836 -4.77502
31 N -0.31695 1.13477 -4.12678
32 C -4.06925 -0.02561 2.37584
33 C -3.04019 -0.25021 1.29936
34 O -1.77141 -0.58268 1.95249
35 P -0.44930 0.12658 1.24380
36 O 0.70113 -0.64822 2.05889
37 C 1.15367 -2.00381 1.86984
38 C 0.51674 -2.93165 2.86193
39 O -0.30232 1.62981 1.79472
40 C -0.09272 1.88771 3.17528
41 C -0.69415 3.23282 3.43850
42 H -5.01182 0.27670 1.93960
43 H -3.68641 0.75237 3.04558
44 H -4.27269 -0.96681 2.90115
45 H -2.89480 0.65789 0.65552
46 H -3.31419 -1.09181 0.67641
47 H 2.23936 -1.95537 1.99787
48 H 0.94073 -2.33672 0.83054
49 H 0.63850 -2.60551 3.87640
50 H 0.95209 -3.92252 2.77757
51 H -0.55563 -3.03836 2.66934
52 H 0.99054 1.88309 3.36433
53 H -0.58894 1.09716 3.74305
54 H -0.15771 3.99918 2.85643
55 H -0.64776 3.44225 4.49243
56 H -1.74255 3.15740 3.10313

=====

Entry 3:
The following is a DFT calculation (ωB97M-V/def2-TZVPD) of the molecule C14H20N2O3S in a non-equilibrium geometry.

Values from the calculation:
SMILES string: CSCC[C@H](NC(=O)[C@@H](N)Cc1ccccc1)C(=O)O
Kohn-Sham gap in eV: 9.57

Cartesian coordinates (Å):
1 C 1.16969 -0.66061 0.36959
2 C -0.34163 -0.68729 0.20881
3 C 1.95525 -0.14696 -0.89528
4 C 3.35540 0.19529 -0.51420
5 C 3.83286 1.51497 -0.29457
6 C 4.33203 -0.76817 -0.41510
7 C 5.16132 1.83804 -0.05903
8 C 5.69451 -0.50686 -0.23500
9 C 6.10309 0.77961 -0.04110
10 C -2.35276 0.68370 0.07502
11 C -2.55629 2.21637 -0.17319
12 C -3.23721 0.16519 1.20231
13 C -4.72431 0.23342 0.95284
14 C -4.53238 -1.92999 -0.84789
15 H 1.28136 -2.64336 -0.04568
16 H 1.50882 -2.29066 1.57786
17 H 1.36646 0.03414 1.19186
18 H 1.99310 -0.97952 -1.65065
19 H 1.45162 0.70872 -1.42556
20 H 3.12457 2.32460 -0.32180
21 H 4.07789 -1.80514 -0.52679
22 H 5.51068 2.85665 0.04763
23 H 6.39920 -1.35729 -0.28374
24 H 7.13373 0.94143 0.17996
25 H -0.50592 1.31370 0.76075
26 H -2.66844 0.18660 -0.83118
27 H -3.01279 0.69527 2.12561
28 H -2.95467 -0.87519 1.39872
29 H -5.27616 -0.41978 1.67363
30 H -5.15777 1.23383 1.04415
31 H -3.45497 -1.85286 -0.90891
32 H -4.88413 -2.41132 -1.74660
33 H -4.77899 -2.52772 -0.00039
34 H -4.16023 1.75143 -1.17888
35 N 1.74832 -1.98928 0.64715
36 N -0.98794 0.48135 0.36608
37 O -0.94551 -1.68640 -0.14127
38 O -1.81698 3.02981 0.33708
39 O -3.63897 2.59734 -0.88924
40 S -5.21185 -0.24303 -0.73301

=====

Entry 4:
The following is a DFT calculation (ωB97M-V/def2-TZVPD) of the molecule C14H20N2O5S.

Values from the calculation:
SMILES string: COc1ccc(NC(=O)N[C@@H](CCSC)C(=O)O)cc1OC
Kohn-Sham gap in eV: 8.43

Cartesian coordinates (Å):
1 C -5.59436 -2.20450 0.46405
2 H -5.18297 -2.54504 1.41990
3 O -5.36674 -0.83398 0.25872
4 C -4.06663 -0.38214 0.20869
5 C -2.96685 -1.22098 0.33157
6 C -1.66628 -0.75244 0.28153
7 C -1.43648 0.60280 0.10277
8 C -2.52734 1.45409 -0.02353
9 C -3.83780 0.99436 0.02416
10 O -4.76530 1.98334 -0.12065
11 C -6.14737 1.70651 -0.10707
12 H -6.46565 1.27869 0.84564
13 H -6.43376 1.03399 -0.91806
14 H -6.62951 2.67381 -0.24993
15 H -2.38687 2.51534 -0.16347
16 N -0.15850 1.16821 0.04430
17 C 1.05279 0.53749 0.11171
18 O 1.22364 -0.66030 0.24288
19 N 2.11225 1.39261 -0.00389
20 H 2.01945 2.39642 -0.05496
21 C 3.45769 0.89622 0.13864
22 C 3.92948 0.26891 -1.19254
23 C 5.26871 -0.45194 -1.11752
24 H 5.40365 -1.08640 -1.99418
25 H 6.10264 0.24840 -1.06662
26 S 5.45360 -1.51003 0.36407
27 C 4.04854 -2.63957 0.14911
28 H 4.12596 -3.37205 0.94591
29 H 3.10666 -2.10262 0.22723
30 H 4.14106 -3.12986 -0.81587
31 H 3.14920 -0.43311 -1.49237
32 H 3.98955 1.05122 -1.95276
33 H 3.45612 0.11937 0.91547
34 C 4.36200 2.04884 0.56357
35 O 4.04864 3.19671 0.40699
36 O 5.52120 1.69683 1.11113
37 H 5.62166 0.73117 1.20113
38 H -0.14904 2.17143 -0.06944
39 H -0.83992 -1.43380 0.38119
40 H -3.11503 -2.27920 0.47154
41 H -6.67776 -2.31779 0.47921
42 H -5.18032 -2.81097 -0.34823

=====

Entry 5:
The following is a DFT calculation (ωB97M-V/def2-TZVPD) of the molecule C14H20N4O2S2 in a non-equilibrium geometry.

Values from the calculation:
SMILES string: COC[C@H](C)n1c(C)cc(C(=O)CSc2nnc(N)s2)c1C
Kohn-Sham gap in eV: 8.30

Cartesian coordinates (Å):
1 C 2.61363 -2.51518 1.61034
2 H 3.64993 -2.82506 1.48889
3 O 2.55119 -1.83969 2.84525
4 C 1.25454 -1.50720 3.28082
5 C 0.70805 -0.21708 2.63501
6 N 0.25914 -0.39778 1.26713
7 C -0.70098 -1.23471 0.79379
8 C -0.82312 -1.02268 -0.57971
9 C 0.11853 -0.01411 -0.92362
10 C 0.76375 0.34924 0.21743
11 C 1.84431 1.36280 0.36624
12 H 1.54465 2.17750 1.02678
13 H 2.05798 1.78029 -0.61430
14 H 2.76229 0.92009 0.75518
15 H 0.31188 0.38031 -1.90050
16 C -1.76058 -1.69000 -1.45182
17 O -2.39732 -2.68339 -1.15153
18 C -1.96819 -1.05123 -2.82026
19 H -2.58014 -1.70845 -3.43790
20 H -1.03727 -0.79530 -3.31872
21 S -2.90339 0.50794 -2.62104
22 C -1.78461 1.66274 -3.25264
23 N -0.61780 1.41709 -3.73008
24 N 0.04361 2.49751 -4.14124
25 C -0.60837 3.59710 -3.99653
26 N -0.17835 4.80970 -4.40731
27 H -0.60889 5.62562 -4.00847
28 H 0.79727 4.87345 -4.64691
29 S -2.21419 3.37705 -3.26889
30 C -1.49056 -2.20796 1.59024
31 H -2.44538 -2.36536 1.09281
32 H -1.66586 -1.87750 2.60932
33 H -0.98969 -3.17732 1.61271
34 C -0.37410 0.44055 3.49699
35 H 0.06809 0.82454 4.41244
36 H -0.82306 1.26901 2.95367
37 H -1.16025 -0.25808 3.76663
38 H 1.55802 0.46988 2.58727
39 H 1.35365 -1.32792 4.35521
40 H 0.57272 -2.34942 3.12554
41 H 2.32946 -1.87504 0.76974
42 H 1.96941 -3.40191 1.61207

=====

Entry 6:
The following is a DFT calculation (ωB97M-V/def2-TZVPD) of a structure of composition C14H20N4O3P2Sn in a non-equilibrium geometry.

Values from the calculation:
Kohn-Sham gap in eV: 3.53
Total charge: +2

Cartesian coordinates (Å):
1 C 1.35766 3.81540 0.37360
2 P 0.56213 2.72817 -0.97224
3 C -1.18475 3.44048 -0.99389
4 C 0.53231 0.94330 -0.48119
5 C 1.61634 0.28378 0.31151
6 C 2.89970 1.12508 0.70992
7 C 4.26429 0.29749 0.51377
8 O 5.10840 0.99814 -0.43098
9 C 1.46319 -1.13795 0.70436
10 N 2.43306 -1.84649 1.52023
11 C 0.28924 -1.97566 0.32329
12 C 0.16365 -3.45625 0.80049
13 C -0.78004 -3.44822 2.07920
14 N -2.03989 -3.26716 1.97646
15 C -0.75268 -1.38851 -0.48419
16 C -0.59907 0.06612 -0.87350
17 C -1.87482 0.23241 -1.71964
18 O -2.30353 1.06345 -2.58170
19 N -2.73875 -0.86782 -1.56439
20 P -4.45856 -0.60802 -1.28114
21 N -5.15997 -1.79920 -0.51361
22 C -2.07932 -2.02371 -1.01075
23 O -2.42696 -3.14284 -0.92595
24 H 0.80979 4.79144 0.41179
25 H 2.45135 3.95366 0.20107
26 H 1.22811 3.24012 1.33527
27 H -1.82600 2.70031 -0.43339
28 H -1.57006 3.52199 -2.05108
29 H -1.25844 4.40311 -0.42058
30 H 2.82252 1.55963 1.73666
31 H 2.97033 1.90892 -0.09705
32 H 4.08692 -0.71236 0.06572
33 H 4.80671 0.17973 1.48718
34 H 4.65816 0.85862 -1.28609
35 H 3.08734 -2.28039 0.85493
36 H 2.92948 -1.19713 2.13463
37 H -0.31824 -4.07726 0.00349
38 H 1.14021 -3.86523 1.15572
39 H -0.35691 -3.61873 3.10848
40 H -2.42284 -3.29175 2.93070
41 H -4.62149 0.64093 -0.60481
42 H -5.06460 -0.57054 -2.58000
43 H -5.56618 -1.40629 0.34192
44 Sn -2.27778 3.22918 -3.77424

=====

Entry 7:
The following is a DFT calculation (ωB97M-V/def2-TZVPD) of a structure of composition C14H21BeNP in a non-equilibrium geometry.

Values from the calculation:
Kohn-Sham gap (alpha / beta) in eV: 2.96 / 3.40
Total charge: -1

Cartesian coordinates (Å):
1 C -0.34699 -0.63055 -3.72801
2 Be 0.04470 -1.63115 -1.71769
3 N -0.73982 -2.95533 -0.91015
4 H 1.31013 -1.95548 -2.01708
5 H -0.12807 -3.24160 -0.12158
6 H -0.93936 -1.44562 -3.25858
7 H 0.19247 -1.04741 -4.58302
8 H 0.39772 -0.11557 -3.09943
9 H -1.06066 0.12973 -4.06610
10 H -1.66068 -2.71279 -0.51384
11 H -0.87197 -3.76325 -1.52721
12 C -2.21167 0.20358 0.00247
13 P -0.43562 0.09266 -0.40947
14 C -0.00111 1.85380 -0.14193
15 C -0.21684 2.80739 -1.15672
16 C 0.01926 4.15497 -0.88072
17 C 0.45179 4.54198 0.39334
18 C 0.69625 3.59231 1.39475
19 C 0.44269 2.24517 1.13312
20 C 0.31616 -0.83473 1.00358
21 C -0.38532 -1.09109 2.19668
22 C 0.20423 -1.86306 3.19278
23 C 1.48847 -2.38146 3.00207
24 C 2.18034 -2.15594 1.81232
25 C 1.60757 -1.36881 0.81565
26 H -2.75942 0.75074 -0.77369
27 H -2.25058 0.76423 0.94340
28 H -2.66745 -0.78659 0.10151
29 H -0.49998 2.46740 -2.15516
30 H -0.11600 4.90635 -1.65617
31 H 0.59506 5.59947 0.62642
32 H 1.10146 3.87537 2.37461
33 H 0.65559 1.48587 1.89089
34 H -1.39276 -0.70109 2.34838
35 H -0.33372 -2.05521 4.12618
36 H 1.95249 -2.97792 3.78917
37 H 3.18633 -2.56698 1.67504
38 H 2.17531 -1.18938 -0.10581

=====

Entry 8:
The following is a DFT calculation (ωB97M-V/def2-TZVPD) of a structure of composition C14H21Br4F12N2O15S4Zr in a non-equilibrium geometry.

Values from the calculation:
Kohn-Sham gap in eV: 6.60
Total charge: +1

Cartesian coordinates (Å):
1 Zr -1.39319 1.01301 -0.64591
2 C -1.15935 1.10728 3.73798
3 F -0.04985 1.53350 3.14431
4 F -1.08612 -0.18991 3.95983
5 F -1.37289 1.74671 4.86401
6 S -2.62729 1.44109 2.62098
7 O -3.78056 1.04701 3.31479
8 O -2.57069 2.82822 2.22581
9 N -2.35195 0.48417 1.23820
10 S -3.12969 -0.99911 1.40737
11 O -2.70220 -1.69782 0.21449
12 O -2.96116 -1.69519 2.61574
13 C -4.98600 -0.68464 1.11794
14 F -5.33931 -1.31891 0.03881
15 F -5.60296 -1.19011 2.15871
16 F -5.23337 0.61580 1.01507
17 C -1.46400 5.05276 -1.78099
18 F -1.00193 6.23441 -2.08613
19 F -1.64413 4.89828 -0.48047
20 F -2.59944 4.82939 -2.41375
21 S -0.12901 3.82915 -2.34676
22 O 0.31497 4.28673 -3.60971
23 O 0.81330 3.76924 -1.27493
24 N -0.93202 2.21408 -2.31774
25 S -1.28952 1.93952 -3.91084
26 O -2.15242 0.79233 -4.01125
27 O -1.84838 3.09372 -4.54094
28 C 0.33645 1.50528 -4.77417
29 F 1.35602 1.64493 -3.94441
30 F 0.24272 0.21893 -5.10021
31 F 0.45657 2.25271 -5.81433
32 C 2.47253 -0.61608 0.11823
33 C 1.15188 -0.01561 -0.17078
34 O 0.97953 0.82466 -1.10393
35 O 0.09105 -0.35955 0.45655
36 H 3.19226 -0.34152 -0.65170
37 H 2.40363 -1.70105 0.12660
38 H 2.80264 -0.14767 1.04987
39 Br 6.59694 0.00264 -0.41383
40 C 6.30717 0.26648 1.49068
41 C 7.16195 -0.69353 2.28290
42 Br 6.63799 -0.53571 4.15159
43 H 5.26311 0.01125 1.64095
44 H 6.48798 1.30921 1.71967
45 H 8.22569 -0.49781 2.24296
46 H 6.95676 -1.70469 1.94627
47 Br 1.05755 -3.79080 2.50343
48 C 2.34602 -2.53799 3.21571
49 C 1.65618 -1.25236 3.50938
50 Br 2.99158 0.12533 3.87117
51 H 3.04533 -2.37309 2.39513
52 H 2.96163 -2.97884 3.99271
53 H 1.06643 -1.27434 4.41709
54 H 1.08071 -0.91377 2.65675
55 C -0.21676 -2.68731 -0.87922
56 C -1.23055 -3.22717 -1.84356
57 C -2.70412 -3.29671 -1.33753
58 O -3.43201 -2.53836 -2.28706
59 C -2.61396 -2.07984 -3.26642
60 O -2.98533 -1.51208 -4.21565
61 O -1.31478 -2.41634 -3.02343
62 H 0.66786 -2.30590 -1.39751
63 H 0.15337 -3.44786 -0.19097
64 H -0.61285 -1.85891 -0.27295
65 H -0.86645 -4.21647 -2.13270
66 H -2.68483 -2.84720 -0.34230
67 H -2.98421 -4.34296 -1.26655
68 O -0.63610 2.59710 0.60060
69 H 0.26356 2.96499 0.67887
70 H -1.24647 3.18240 1.12729
71 O -1.49561 -0.77160 -1.83978
72 H -0.79212 -1.42623 -2.00225
73 H -2.31780 -1.17732 -2.17779